## one
Formula: C3H3NO4
Source: OMol25
Level of theory: ωB97M-V/def2-TZVPD

The geometry in XYZ format:
```
11
C3H3NO4, DFT ωB97M-V/def2-TZVPD
O 2.641 -0.706 -0.248
C 1.794 0.160 -0.149
C 0.279 0.138 -0.365
N -0.055 1.311 -0.180
O -1.325 1.519 0.133
C -0.596 -1.099 -0.288
O -1.405 -1.550 -1.151
O -0.468 -1.544 1.028
H 1.946 1.292 0.006
H -1.417 2.579 -0.105
H -1.394 -2.101 1.317
```

- Total charge: 0
- LUMO energy: -0.050 eV
- SMILES string: O=C/C(=N/O)C(=O)O
- Orbital gap: 10.2784 eV



## two
Formula: C3H3NO4
Source: OMol25
Level of theory: ωB97M-V/def2-TZVPD

The geometry in XYZ format:
```
11
C3H3NO4, DFT ωB97M-V/def2-TZVPD
C 0.333 -0.074 -0.402
C -0.758 -0.186 0.319
C -1.276 0.872 1.349
O -2.322 0.748 1.893
O -0.554 2.040 1.325
N -0.946 3.305 2.099
O -1.604 3.036 3.025
O -0.427 4.302 1.733
H 0.744 -0.725 -1.237
H 1.082 0.635 -0.317
H -1.327 -0.996 0.199
```

- Total charge: 0
- LUMO energy: -0.244 eV
- SMILES string: C=CC(=O)O[N+](=O)[O-]
- Orbital gap: 10.7256 eV



Referenced to the most stable arrangement, the calculated values in eV are one 0.000; two 1.741.



## one
Formula: C2H9NS2
Source: OMol25
Level of theory: ωB97M-V/def2-TZVPD

The geometry in XYZ format:
```
14
C2H9NS2, DFT ωB97M-V/def2-TZVPD
N -1.589 -0.504 -1.884
C -0.199 -0.669 -1.484
C 0.030 -0.128 -0.081
S 1.761 -0.207 0.399
H -1.758 -0.532 -2.875
H -2.239 -1.067 -1.358
H 0.375 -0.080 -2.206
H 0.138 -1.711 -1.537
H -0.434 0.865 -0.019
H -0.551 -0.755 0.607
H 1.557 0.655 1.604
S 1.011 1.787 2.968
H 0.031 1.288 2.160
H 1.866 1.058 3.706
```

- Total charge: 0
- LUMO energy: 0.239 eV
- SMILES string: NCCS.S
- Orbital gap: 8.8235 eV



## two
Formula: C2H9NS2
Source: OMol25
Level of theory: ωB97M-V/def2-TZVPD

The geometry in XYZ format:
```
14
C2H9NS2, DFT ωB97M-V/def2-TZVPD
C -0.074 -0.784 0.687
N 0.697 -0.719 -0.540
C 2.147 -0.662 -0.408
H -1.061 -1.192 0.455
H 0.404 -1.530 1.320
H -0.188 0.207 1.137
H 0.401 0.026 -1.153
H 2.475 -0.126 0.490
H 2.516 -0.143 -1.285
H 2.581 -1.663 -0.408
S -3.423 1.028 -0.196
S -2.220 2.530 0.707
H -2.444 0.122 -0.299
H -1.811 2.906 -0.507
```

- Total charge: 0
- LUMO energy: 0.091 eV
- SMILES string: CNC.SS
- Orbital gap: 8.7173 eV



Referenced to the most stable arrangement, the calculated values in eV are one 1.092; two 0.000.



## one
Formula: C2H9NS2
Source: OMol25
Level of theory: ωB97M-V/def2-TZVPD

The geometry in XYZ format:
```
14
C2H9NS2, DFT ωB97M-V/def2-TZVPD
C -2.220 0.399 -1.066
N -2.529 0.196 0.353
C -2.293 -1.138 0.814
H -2.845 -0.361 -1.650
H -1.225 0.081 -1.372
H -2.589 1.307 -1.548
H -2.244 0.816 1.102
H -2.155 -1.859 0.006
H -1.533 -1.315 1.618
H -3.162 -1.548 1.375
S 1.909 -0.449 -0.891
S 1.748 0.798 0.855
H 0.914 -1.340 -0.476
H 0.489 1.160 0.620
```

- Total charge: 0
- LUMO energy: 0.004 eV
- SMILES string: CNC.SS
- Orbital gap: 8.5639 eV



## two
Formula: C2H9NS2
Source: OMol25
Level of theory: ωB97M-V/def2-TZVPD

The geometry in XYZ format:
```
14
C2H9NS2, DFT ωB97M-V/def2-TZVPD
C 0.589 -0.258 0.488
N 0.979 0.833 -0.494
C 1.210 2.136 0.069
H -0.310 0.081 1.124
H 0.097 -1.123 -0.037
H 1.430 -0.416 1.186
H 0.257 0.895 -1.205
H 0.275 2.633 0.595
H 1.622 2.863 -0.700
H 1.826 1.933 1.000
S -1.686 -2.765 -1.401
S -2.880 -1.890 0.099
H -1.340 -3.984 -0.870
H -2.070 -0.938 0.146
```

- Total charge: 0
- LUMO energy: 0.078 eV
- SMILES string: CNC.SS
- Orbital gap: 8.8082 eV



Referenced to the most stable arrangement, the calculated values in eV are one 0.000; two 0.126.



## one
Formula: C2H6NO2
Source: OMol25
Level of theory: ωB97M-V/def2-TZVPD

The geometry in XYZ format:
```
11
C2H6NO2, DFT ωB97M-V/def2-TZVPD
C 1.591 -0.908 0.028
C -1.691 0.719 -0.053
N 0.360 -0.254 -0.141
O 0.699 1.444 -0.202
O -0.872 -0.457 -0.001
H 1.486 -2.083 -0.024
H 1.868 -0.743 1.020
H 2.317 -0.486 -0.708
H -2.531 0.520 -0.721
H -1.085 1.546 -0.065
H -2.142 0.702 0.867
```

- Total charge: +1
- LUMO energy (alpha / beta): -7.166 / -7.863 eV
- Orbital gap (alpha / beta): 10.6038 / 8.3002 eV



## two
Formula: C2H6NO2
Source: OMol25
Level of theory: ωB97M-V/def2-TZVPD

The geometry in XYZ format:
```
11
C2H6NO2, DFT ωB97M-V/def2-TZVPD
N 0.444 -0.456 -1.616
C 0.169 -0.986 -0.252
C -0.043 0.214 0.653
O 0.655 0.607 1.516
O -1.177 0.713 0.285
H 0.328 -1.030 -2.455
H -0.161 0.466 -1.805
H 1.425 -0.181 -1.769
H 1.042 -1.595 0.192
H -0.660 -1.713 -0.501
H -1.657 1.309 0.838
```

- Total charge: +1
- LUMO energy: -4.313 eV
- SMILES string: [NH3+]CC(=O)O
- Orbital gap: 11.3778 eV



Referenced to the most stable arrangement, the calculated values in eV are one 8.648; two 0.000.



## one
Formula: C5H6N2O3S
Source: OMol25
Level of theory: ωB97M-V/def2-TZVPD

The geometry in XYZ format:
```
17
C5H6N2O3S, DFT ωB97M-V/def2-TZVPD
C -1.542 1.923 -1.345
S -0.104 0.890 -1.684
O -0.204 0.306 -2.987
O 1.095 1.607 -1.343
N -0.262 -0.243 -0.432
N 0.099 -1.422 -0.705
C 0.604 -2.261 0.181
C 1.395 -1.871 1.248
C 1.495 -0.587 1.828
C 0.621 0.410 1.810
O -0.069 1.317 2.000
H -1.640 2.662 -2.131
H -2.397 1.265 -1.326
H -1.387 2.394 -0.384
H 0.635 -3.289 -0.151
H 2.131 -2.590 1.585
H 2.405 -0.354 2.377
```

- Total charge: 0
- LUMO energy: -0.857 eV
- SMILES string: CS(=O)(=O)/N=N/C=C\C=C=O
- Orbital gap: 7.8971 eV



## two
Formula: C5H6N2O3S
Source: OMol25
Level of theory: ωB97M-V/def2-TZVPD

The geometry in XYZ format:
```
17
C5H6N2O3S, DFT ωB97M-V/def2-TZVPD
C -1.038 0.118 0.194
C 1.329 0.192 -0.489
C 2.212 -0.273 -1.600
C -1.151 -0.294 1.584
C -2.603 0.078 1.405
N -2.375 0.373 0.040
N 1.683 -0.402 -2.805
O -0.053 0.258 -0.677
O 3.384 -0.472 -1.353
O 1.309 1.452 1.630
S 2.194 0.786 0.749
H -0.823 -1.379 1.681
H -0.833 0.233 2.451
H -3.382 -0.659 1.721
H -2.823 0.981 1.945
H 0.687 -0.290 -2.935
H 2.285 -0.700 -3.540
```

- Total charge: 0
- LUMO energy: -0.840 eV
- Orbital gap: 8.3940 eV



Referenced to the most stable arrangement, the calculated values in eV are one 0.247; two 0.000.



## one
Formula: C5H6N2O3S
Source: OMol25
Level of theory: ωB97M-V/def2-TZVPD

The geometry in XYZ format:
```
17
C5H6N2O3S, DFT ωB97M-V/def2-TZVPD
O 2.895 2.151 -0.464
C 1.886 1.653 -0.146
S 0.319 2.387 0.165
C -0.415 0.814 0.480
C -0.516 0.073 -0.882
N 0.910 -0.321 -1.167
C 1.690 -0.101 0.066
N 2.863 -0.944 0.129
O 3.153 -1.591 -0.870
O 3.441 -0.981 1.182
C 0.646 -0.056 1.195
H -1.297 0.777 1.013
H -1.228 -0.724 -0.851
H -0.920 0.663 -1.759
H 1.113 -1.314 -1.403
H 0.792 0.325 2.138
H 0.108 -1.140 1.338
```

- Total charge: 0
- LUMO energy: -0.318 eV
- SMILES string: O=C1S[C@H]2CN[C@]1([N+](=O)[O-])C2
- Orbital gap: 8.9651 eV



## two
Formula: C5H6N2O3S
Source: OMol25
Level of theory: ωB97M-V/def2-TZVPD

The geometry in XYZ format:
```
17
C5H6N2O3S, DFT ωB97M-V/def2-TZVPD
C 0.197 -2.455 -0.385
C 0.276 -1.112 -1.057
O 0.820 -0.966 -2.099
N -0.183 0.037 -0.319
C -1.015 -0.056 0.738
O -1.526 -1.037 1.250
N -1.266 1.266 1.169
C -0.566 2.176 0.479
O -0.465 3.361 0.668
C 0.232 1.400 -0.510
S 2.051 1.592 -0.497
H -0.845 -2.635 -0.012
H 0.771 -2.358 0.574
H 0.788 -3.104 -0.996
H -1.741 1.607 1.955
H 0.158 1.521 -1.616
H 2.314 0.763 0.657
```

- Total charge: 0
- LUMO energy: 0.373 eV
- SMILES string: CC(=O)N1C(=O)NC(=O)[C@H]1S
- Orbital gap: 10.2162 eV



Referenced to the most stable arrangement, the calculated values in eV are one 4.855; two 0.000.



## one
Formula: C23H27N3O6S
Source: OMol25
Level of theory: ωB97M-V/def2-TZVPD

The geometry in XYZ format:
```
60
C23H27N3O6S, DFT ωB97M-V/def2-TZVPD
C -7.455 -0.710 -1.028
O -6.776 0.269 -0.275
C -5.471 0.113 0.089
C -4.941 1.203 0.775
C -3.639 1.234 1.232
C -2.824 0.136 1.001
N -1.489 0.058 1.417
C -0.726 1.002 1.998
O -1.079 2.109 2.348
C 0.728 0.520 2.185
N 1.384 0.210 0.932
C 1.893 1.233 0.113
C 1.521 2.560 0.298
C 2.060 3.559 -0.500
C 1.667 4.988 -0.284
C 2.973 3.222 -1.490
C 3.350 1.903 -1.692
C 4.312 1.534 -2.779
C 2.813 0.914 -0.879
S 1.281 -1.341 0.345
O 0.917 -1.350 -1.037
O 0.430 -2.073 1.249
C 2.911 -2.009 0.507
C 3.430 -3.119 -0.225
C 2.725 -3.912 -1.254
N 4.656 -3.357 0.153
O 4.976 -2.455 1.113
C 3.938 -1.642 1.338
C 4.089 -0.571 2.349
C -3.333 -0.965 0.317
C -4.640 -1.001 -0.145
O -5.156 -2.079 -0.820
C -4.316 -3.175 -1.085
H -8.453 -0.300 -1.187
H -7.532 -1.656 -0.488
H -6.976 -0.883 -1.993
H -5.597 2.042 0.941
H -3.260 2.093 1.757
H -1.039 -0.835 1.232
H 0.720 -0.398 2.777
H 1.292 1.294 2.712
H 0.799 2.830 1.051
H 2.440 5.505 0.285
H 1.551 5.504 -1.234
H 0.735 5.052 0.271
H 3.391 3.998 -2.115
H 4.951 2.376 -3.036
H 3.762 1.241 -3.673
H 4.935 0.694 -2.480
H 3.100 -0.112 -1.040
H 1.986 -4.552 -0.774
H 2.196 -3.244 -1.931
H 3.436 -4.528 -1.796
H 5.088 -0.625 2.774
H 3.943 0.405 1.888
H 3.353 -0.690 3.141
H -2.674 -1.802 0.150
H -3.453 -2.887 -1.693
H -3.970 -3.652 -0.162
H -4.931 -3.880 -1.644
```

- Total charge: 0
- LUMO energy: 0.543 eV
- SMILES string: COc1ccc(NC(=O)CN(c2cc(C)cc(C)c2)S(=O)(=O)c2c(C)noc2C)cc1OC
- Orbital gap: 8.1447 eV



## two
Formula: C23H27N3O6S
Source: OMol25
Level of theory: ωB97M-V/def2-TZVPD

The geometry in XYZ format:
```
60
C23H27N3O6S, DFT ωB97M-V/def2-TZVPD
C -4.093 4.151 -1.400
C -4.330 2.964 -0.470
O -3.220 2.694 0.363
C -2.134 2.050 -0.145
C -2.011 1.540 -1.431
C -0.862 0.871 -1.820
C 0.201 0.700 -0.941
N 1.390 0.046 -1.317
C 1.537 -0.481 -2.661
C 0.580 -1.663 -2.892
O -0.311 -1.632 -3.716
N 0.834 -2.704 -2.080
C -0.204 -3.660 -1.717
C -0.820 -3.173 -0.431
C -0.345 -3.605 0.796
C -0.777 -3.024 1.974
C -1.689 -1.977 1.935
O -2.151 -1.303 3.025
C -1.603 -1.612 4.283
C -2.193 -1.557 0.704
C -1.759 -2.146 -0.462
S 2.342 -0.648 -0.127
O 3.282 -1.502 -0.803
O 1.563 -1.234 0.921
C 3.267 0.714 0.514
C 3.415 1.198 1.848
C 2.741 0.702 3.071
N 4.262 2.191 1.858
O 4.692 2.388 0.586
C 4.108 1.506 -0.226
C 4.430 1.507 -1.669
C 0.084 1.231 0.342
C -1.063 1.884 0.734
H -4.992 4.349 -1.978
H -3.270 3.954 -2.082
H -3.849 5.034 -0.814
H -4.613 2.071 -1.041
H -5.140 3.196 0.226
H -2.806 1.635 -2.152
H -0.826 0.476 -2.821
H 1.336 0.308 -3.390
H 2.568 -0.821 -2.760
H 1.593 -2.613 -1.418
H 0.246 -4.648 -1.604
H -0.929 -3.671 -2.533
H 0.387 -4.398 0.838
H -0.375 -3.379 2.909
H -2.058 -0.913 4.983
H -0.516 -1.479 4.289
H -1.845 -2.636 4.589
H -2.907 -0.749 0.690
H -2.134 -1.797 -1.412
H 2.225 -0.230 2.852
H 2.021 1.440 3.422
H 3.474 0.551 3.860
H 5.300 2.132 -1.849
H 3.587 1.893 -2.241
H 4.627 0.487 -1.992
H 0.885 1.117 1.049
H -1.156 2.277 1.734
```

- Total charge: 0
- LUMO energy: 0.611 eV
- SMILES string: CCOc1ccc(N(CC(=O)NCc2ccc(OC)cc2)S(=O)(=O)c2c(C)noc2C)cc1
- Orbital gap: 8.6729 eV



Referenced to the most stable arrangement, the calculated values in eV are one 0.054; two 0.000.